{"formula": "C16H23BN6Sn", "method": "ωB97M-V with the def2-TZVPD basis set", "species": ["Sn", "N", "N", "N", "N", "N", "N", "C", "C", "C", "C", "C", "C", "C", "C", "C", "C", "C", "C", "C", "C", "C", "C", "B", "H", "H", "H", "H", "H", "H", "H", "H", "H", "H", "H", "H", "H", "H", "H", "H", "H", "H", "H", "H", "H", "H", "H"], "positions_angstrom": [[-0.4340, -0.2441, -0.1761], [-0.1689, 1.7852, -1.1787], [1.4012, -0.2507, -2.7829], [1.3618, -0.5718, -1.4455], [0.1035, 1.9103, -2.5178], [-0.9898, -0.1339, -3.3917], [-1.4977, -0.5228, -2.1784], [-0.2306, 3.9448, -1.7288], [0.4738, -0.1254, 2.1084], [-1.8092, -0.5408, -4.3764], [-0.6453, -2.3833, 0.2923], [-2.6207, -1.2327, -2.4147], [0.0698, 0.0553, 3.2787], [2.4081, -1.3849, -1.1850], [2.4451, -0.8704, -3.3609], [-0.0275, 1.4917, 5.3079], [-1.2649, -0.6554, 5.2574], [-0.0102, 0.0675, 4.7576], [1.2357, -0.6506, 5.2940], [0.0386, 3.2065, -2.8708], [-2.8523, -1.2491, -3.7907], [3.1006, -1.5949, -2.3753], [-0.3412, 3.0275, -0.6747], [0.3354, 0.6809, -3.4393], [-3.2086, -1.6733, -1.6215], [2.1372, -0.1347, 4.9415], [3.9718, -2.2014, -2.5040], [-1.2943, -2.8614, -0.4461], [0.6392, 0.9926, -4.5521], [1.2470, -0.6692, 6.3931], [2.6295, -0.7453, -4.4199], [2.6463, -1.7534, -0.1965], [-0.3291, 5.0103, -1.6622], [1.2595, -1.6844, 4.9292], [-1.2800, -1.6892, 4.8966], [-1.0784, -2.4495, 1.2952], [-0.9156, 2.0373, 4.9752], [0.1904, 3.4796, -3.9053], [0.3297, -2.8719, 0.3042], [-1.2844, -0.6722, 6.3585], [-2.1609, -0.1399, 4.8958], [-1.5764, -0.3078, -5.4057], [0.8566, 2.0471, 4.9808], [-0.5125, 3.2184, 0.3777], [-0.0305, 1.4338, 6.4063], [-3.6746, -1.7214, -4.2908], [1.4406, -0.4170, 1.6149]], "atomic_forces_ev_per_a": [[2.3, -1.7, 0.2], [-0.8, 2.3, 2.9], [-0.7, 0.7, -0.1], [-0.5, 0.2, 0.9], [-0.3, 2.3, -1.6], [-1.6, 0.0, -2.6], [-2.7, -1.7, 0.5], [-0.1, 2.0, 0.5], [0.3, 0.7, -2.2], [3.1, 1.7, 0.5], [-1.2, -0.2, 0.3], [2.1, 1.3, 2.2], [1.6, -0.8, 1.5], [-0.1, 0.4, -1.1], [-0.1, 0.0, 0.6], [0.2, 0.7, -0.2], [-0.6, -0.6, -0.3], [-1.6, 0.9, -0.1], [1.4, -0.8, -1.0], [0.7, -3.3, -1.4], [-1.5, -1.0, -0.9], [0.1, -0.1, 0.0], [0.2, -3.2, 0.5], [1.3, -1.1, 0.0], [-0.1, 0.0, 0.0], [-0.1, -0.2, 0.2], [0.3, -0.2, 0.0], [0.1, 0.1, 0.1], [-0.2, 0.0, 0.3], [-0.4, 0.3, -0.3], [0.2, -0.1, 0.1], [-0.1, 0.0, -0.1], [-0.1, 0.5, 0.0], [0.1, 0.1, 0.2], [-0.1, 0.1, 0.2], [0.0, 0.1, -0.2], [0.1, -0.1, 0.2], [0.1, 0.3, 0.0], [0.3, 0.5, -0.2], [0.1, 0.1, -0.5], [0.1, -0.1, 0.2], [-0.1, -0.1, -0.2], [-0.1, 0.0, 0.2], [-0.1, 0.0, 0.0], [0.0, 0.1, -0.4], [-0.4, -0.2, -0.3], [-0.8, 0.3, 1.2]], "max_force_ev_per_a": 3.8, "total_charge": 4, "spin_multiplicity": 1, "homo_ev": [-21.8, -21.8], "orbital_gap_ev": [3.96, 4.21]}

{"formula": "C16H23ClF2O4", "method": "ωB97M-V with the def2-TZVPD basis set", "species": ["Cl", "F", "F", "O", "O", "O", "O", "C", "C", "C", "C", "C", "C", "C", "C", "C", "C", "C", "C", "C", "C", "C", "C", "H", "H", "H", "H", "H", "H", "H", "H", "H", "H", "H", "H", "H", "H", "H", "H", "H", "H", "H", "H", "H", "H", "H"], "positions_angstrom": [[0.8256, -2.5965, -1.7059], [-1.8196, 3.8312, -1.6795], [0.5487, -0.9882, 1.7879], [-0.8062, 0.1250, -2.4781], [-1.2006, 3.3181, 2.4666], [1.0765, 1.7051, 1.7683], [3.8222, -3.2587, 0.2862], [-0.4513, -0.6714, -0.2969], [-2.3352, 2.6162, 2.9263], [0.1943, 1.2683, 1.0826], [-0.8654, 0.3667, -1.2995], [3.6673, -0.8991, 0.8331], [-1.3293, 1.7027, -0.7731], [-2.9434, -2.6511, -0.0949], [-1.1702, 3.4349, 1.0667], [-2.3429, 2.5391, -1.5354], [5.8157, -1.9077, -0.0198], [-1.8733, -2.5697, -1.1958], [0.0511, -0.2028, 0.8360], [4.5478, -2.1376, 0.7868], [-0.8206, 2.1279, 0.3878], [-2.7903, 2.0715, -2.8992], [-0.5256, -2.1378, -0.6177], [-0.4314, 4.1993, 0.8188], [5.5624, -1.6535, -1.0534], [3.3517, -0.6240, -0.1785], [3.5375, -3.0478, -0.6111], [2.7751, -1.0868, 1.4299], [-3.2184, 2.6460, -0.8821], [-3.4817, 2.8144, -3.3007], [-2.3995, 1.6094, 2.4884], [6.4028, -1.0867, 0.3942], [-3.9138, -2.3039, -0.4535], [-2.2477, 2.5201, 4.0069], [6.4310, -2.8070, -0.0308], [-3.3087, 1.1134, -2.8289], [-2.1757, -1.8726, -1.9781], [4.8177, -2.4255, 1.8055], [-3.0698, -3.6753, 0.2601], [-1.9464, 1.9619, -3.5756], [-0.3482, -2.6769, 0.3137], [-3.2592, 3.1573, 2.6833], [-1.7313, -3.5400, -1.6728], [-2.6779, -2.0362, 0.7711], [4.2000, -0.0500, 1.2632], [-2.1439, 3.7784, 0.6978]], "atomic_forces_ev_per_a": [[0.1, 0.0, -0.1], [0.1, 0.1, 0.0], [-0.1, 0.1, 0.0], [-0.1, -0.1, -0.2], [0.0, 0.0, 0.1], [0.1, 0.0, 0.2], [0.0, 0.0, 0.0], [-0.1, 0.0, -0.2], [0.0, 0.0, 0.0], [-0.2, 0.0, -0.1], [0.0, 0.0, 0.2], [0.0, 0.0, 0.0], [0.0, -0.2, 0.0], [0.0, 0.0, 0.0], [0.0, 0.0, -0.1], [0.0, -0.1, 0.0], [0.0, 0.0, 0.0], [0.0, 0.0, 0.0], [0.1, 0.1, 0.2], [0.0, 0.0, 0.0], [0.0, 0.0, 0.1], [0.0, 0.0, -0.1], [-0.1, 0.0, 0.2], [0.0, -0.1, 0.0], [0.0, 0.0, 0.0], [0.0, 0.0, 0.0], [-0.1, 0.0, 0.1], [0.1, 0.0, 0.0], [0.0, 0.0, 0.0], [0.0, -0.1, 0.1], [0.0, 0.0, 0.0], [0.0, 0.0, 0.0], [0.0, -0.1, 0.0], [0.0, 0.0, -0.1], [0.0, 0.0, 0.0], [0.1, 0.0, 0.0], [0.1, -0.1, 0.0], [0.0, 0.0, 0.0], [0.0, 0.1, 0.0], [-0.1, 0.0, 0.0], [0.1, -0.1, -0.1], [0.0, 0.0, 0.0], [-0.1, 0.0, 0.0], [0.0, 0.0, -0.1], [0.0, 0.0, 0.0], [0.1, 0.1, 0.0]], "max_force_ev_per_a": 0.3, "smiles": "CC[C@@H](Cl)C1=C(F)C(=O)C(COC)=C([C@H](C)F)C1=O.CC(C)O", "spin_multiplicity": 1, "homo_ev": -10.0, "orbital_gap_ev": 8.55}

{"formula": "C16H23IrO", "method": "ωB97M-V with the def2-TZVPD basis set", "species": ["Ir", "O", "C", "C", "C", "C", "C", "C", "C", "C", "C", "C", "C", "C", "C", "C", "C", "C", "H", "H", "H", "H", "H", "H", "H", "H", "H", "H", "H", "H", "H", "H", "H", "H", "H", "H", "H", "H", "H", "H", "H"], "positions_angstrom": [[-0.1401, 0.0999, -0.1972], [-0.4258, -1.1023, -1.8367], [0.7959, 1.6628, -1.3119], [-1.9767, 0.1692, -0.9566], [-1.6279, -1.0118, 0.9401], [-1.1782, -1.6596, -3.8759], [-2.2131, -1.1644, -1.2137], [-0.2053, 2.0561, -0.3829], [-1.5953, -1.8605, -0.3084], [-0.2003, 0.5666, -3.8777], [1.8164, 1.0074, -0.6079], [1.0446, -1.5240, -3.1708], [-0.0324, -0.8608, -3.7452], [1.5497, 1.2045, 0.7866], [0.2321, 1.6393, 0.9440], [1.1533, -1.9670, -1.9336], [-1.9943, 0.2361, 0.5402], [0.8654, -1.1930, 0.5810], [1.0748, -2.5087, -3.8563], [1.7196, -1.0371, -1.4352], [1.8043, -1.0851, 0.0841], [-2.2229, 1.0437, -1.5838], [-0.0312, 0.9847, -4.9475], [0.8515, -0.9772, 1.6324], [-0.2102, 2.0404, 1.8727], [0.4592, 1.2046, -3.3294], [-1.3038, -1.3161, 1.9593], [0.6513, -2.8816, -1.5509], [0.4575, -2.1697, 0.3556], [2.5765, 0.3446, -1.0412], [-1.2407, -2.1338, -4.9282], [-1.0754, -2.4971, -3.2119], [-1.5278, -2.9829, -0.2464], [-2.3574, -1.5877, -2.1930], [0.6717, 1.6732, -2.3838], [-2.1705, 1.1055, 1.2074], [1.8936, -0.8084, -3.4129], [-1.1205, 2.5924, -0.5931], [2.2022, 0.9013, 1.6284], [-1.2678, 0.7061, -3.7611], [-2.0434, -1.0288, -3.8057]], "atomic_forces_ev_per_a": [[-0.9, 5.2, -3.3], [-0.5, 0.7, 2.7], [0.4, 1.8, -1.0], [-6.2, 3.3, 1.3], [0.3, -3.8, 0.5], [-1.5, -2.1, -4.3], [-2.9, 0.1, -6.6], [-0.1, 4.0, -0.6], [-1.8, -6.0, 7.8], [0.0, 0.8, -3.6], [0.1, -0.1, 0.2], [5.0, -1.0, -9.3], [-0.9, 2.0, -2.4], [4.9, 1.5, 2.6], [-0.1, 3.0, 2.1], [4.1, -1.0, 6.4], [-2.7, 2.6, -0.1], [4.3, -6.7, 3.9], [0.6, 1.3, 0.3], [-1.4, -3.8, -0.5], [0.9, -1.1, 1.4], [-0.1, -0.8, 0.3], [-0.2, -0.7, 0.8], [0.6, -0.7, 0.8], [0.3, -0.6, -0.5], [-0.6, -0.9, -1.4], [-0.4, 0.3, -1.0], [1.1, 0.6, -0.1], [0.5, -0.6, 0.5], [0.0, 0.9, 0.2], [0.0, 0.4, 0.8], [-0.8, -0.5, 0.3], [0.1, 1.4, -0.3], [-1.1, 0.2, 0.5], [0.6, 1.1, 2.2], [0.1, -0.7, -0.7], [0.1, -1.0, 0.0], [0.1, 0.2, -0.1], [-0.5, 0.1, -0.9], [-0.2, 1.1, 0.6], [-0.9, -0.3, 0.2]], "max_force_ev_per_a": 10.6, "de_lowest_ev": 0.0000, "total_charge": -1, "spin_multiplicity": 6, "homo_ev": [-0.2, -4.1], "orbital_gap_ev": [2.98, 6.72]}

{"formula": "C16H23N3O10Pd", "method": "ωB97M-V with the def2-TZVPD basis set", "species": ["Pd", "O", "O", "O", "O", "O", "O", "O", "O", "O", "O", "N", "N", "N", "C", "C", "C", "C", "C", "C", "C", "C", "C", "C", "C", "C", "C", "C", "C", "C", "H", "H", "H", "H", "H", "H", "H", "H", "H", "H", "H", "H", "H", "H", "H", "H", "H", "H", "H", "H", "H", "H", "H"], "positions_angstrom": [[6.2193, -29.2874, -0.5787], [12.0237, -28.8675, 2.9971], [5.4978, -28.3677, 1.4022], [4.4380, -28.2061, -1.5523], [8.6426, -28.2315, -0.1781], [4.7656, -30.2931, 0.7811], [7.9940, -30.9115, -0.0110], [5.5493, -31.0796, -1.9748], [7.1090, -28.6505, -2.5052], [4.0424, -29.5608, 2.7193], [11.0630, -31.3438, 3.4669], [2.3473, -27.3847, -1.8011], [6.4669, -32.3482, -3.6286], [7.7636, -27.4283, -4.2869], [2.2090, -27.7638, -3.1995], [5.5362, -31.5278, -3.0864], [9.5484, -31.2666, 1.6505], [6.3359, -32.8597, -4.9616], [3.5316, -27.4967, -1.1673], [11.0467, -29.2289, 2.3362], [8.8809, -26.9218, -5.0522], [8.9389, -30.4482, 0.7256], [7.9476, -27.9846, -3.0616], [10.5318, -30.7199, 2.5448], [4.7660, -29.3974, 1.6981], [6.4854, -27.4602, -4.9524], [7.6137, -32.8226, -2.8785], [1.2161, -26.6987, -1.2053], [9.3135, -28.9877, 0.5928], [10.2992, -28.4612, 1.4048], [1.1618, -25.6857, -1.6199], [8.4139, -33.1946, -3.5208], [6.4050, -33.9492, -5.0184], [7.0183, -32.4443, -5.7119], [1.3579, -28.4211, -3.3753], [6.5757, -27.8270, -5.9794], [9.8351, -27.0141, -4.5361], [8.0668, -32.1064, -2.1910], [3.1153, -28.2577, -3.5375], [9.0145, -27.5262, -5.9554], [8.7298, -25.8748, -5.3228], [3.5811, -26.9397, -0.2210], [6.1146, -26.4345, -5.0786], [5.7034, -27.9964, -4.4237], [7.2882, -33.6904, -2.2941], [9.2134, -32.2789, 1.8239], [1.3553, -26.6639, -0.1275], [5.3501, -32.6040, -5.3623], [8.9879, -27.8213, -2.7468], [2.0896, -26.8208, -3.7437], [0.2959, -27.2274, -1.4515], [4.7377, -31.3371, -3.8329], [10.4683, -27.3910, 1.4666]], "atomic_forces_ev_per_a": [[-0.2, -0.6, 2.8], [-0.1, 0.3, 0.0], [0.3, 0.5, 0.0], [-0.1, 0.5, -0.8], [0.2, -0.9, -0.2], [0.5, -0.9, -1.6], [0.0, 1.1, -0.3], [-0.2, -0.4, -0.2], [0.1, 0.5, -0.9], [0.8, 0.9, -0.4], [-0.2, -0.2, 0.0], [-0.7, -0.3, -0.6], [1.0, -0.1, -0.6], [-0.1, 0.0, -0.3], [0.3, 0.5, 0.4], [0.0, -0.1, -0.5], [1.0, 1.0, 0.7], [-0.9, 0.1, -0.7], [0.2, -0.7, 0.9], [-0.6, -0.9, -0.3], [-0.1, -0.2, -0.1], [-1.3, -1.4, -0.6], [0.6, -0.6, -0.4], [0.6, -0.1, -0.1], [-1.2, -0.1, 1.0], [-0.3, 0.8, -0.6], [0.2, -0.7, 0.8], [0.7, 0.2, -0.4], [-0.7, 1.7, 0.0], [1.1, 0.1, 1.0], [-0.3, 0.1, 0.2], [-0.2, 0.2, -0.4], [0.1, 0.0, 0.2], [0.4, 0.1, 0.4], [-0.1, 0.0, 0.1], [0.1, -0.4, 0.1], [-0.2, 0.1, 0.4], [-0.5, 0.3, 0.1], [0.0, 0.0, 0.1], [-0.2, 0.2, -0.2], [0.0, 0.0, -0.1], [0.1, -0.2, 0.1], [0.0, 0.1, 0.1], [0.4, -0.3, 0.3], [0.2, 0.1, 0.2], [-0.1, 0.0, -0.1], [-0.1, 0.1, 0.0], [-0.1, 0.0, 0.2], [-0.2, -0.2, 0.8], [-0.2, -0.2, -0.4], [0.0, -0.1, 0.1], [-0.2, 0.2, 0.2], [0.0, 0.1, -0.5]], "max_force_ev_per_a": 2.9, "total_charge": -2, "spin_multiplicity": 3, "homo_ev": [-0.4, -0.4], "orbital_gap_ev": [4.05, 4.03]}

{"formula": "C16H23N3O2S", "method": "ωB97M-V with the def2-TZVPD basis set", "species": ["S", "O", "O", "N", "N", "N", "C", "C", "C", "C", "C", "C", "C", "C", "C", "C", "C", "C", "C", "C", "C", "C", "H", "H", "H", "H", "H", "H", "H", "H", "H", "H", "H", "H", "H", "H", "H", "H", "H", "H", "H", "H", "H", "H", "H"], "positions_angstrom": [[-0.1596, -3.5916, -0.2334], [-1.4871, 3.3833, -0.0748], [0.8362, 0.6539, -0.6866], [0.7391, -0.9394, 2.3826], [-0.9011, -1.2526, 0.9519], [0.9398, -2.0883, 1.6998], [-2.0387, -1.0594, -1.1706], [-3.3094, -0.9749, 0.8781], [-3.2071, -0.9062, -1.8936], [3.4133, -0.8076, -0.1087], [-4.4707, -0.8137, 0.1440], [-4.4209, -0.7763, -1.2394], [-0.3667, -0.4454, 1.9272], [-2.0922, -1.0820, 0.2170], [4.6862, -0.0098, -0.3684], [-0.9235, 0.8534, 2.3849], [-0.3272, 2.0302, 1.6004], [2.5216, -0.9344, -1.3448], [0.2323, 1.9039, -0.8848], [-0.8666, 2.1401, 0.1597], [1.7919, 0.3584, -1.6882], [-0.0373, -2.3149, 0.7887], [-1.0856, -1.1605, -1.6639], [-0.5853, 2.9514, 2.1276], [2.5046, 1.1923, -1.7728], [-0.2157, 1.9625, -1.8895], [1.7761, -1.7130, -1.1787], [1.2825, 0.2569, -2.6598], [-3.1692, -0.8893, -2.9722], [3.6933, -1.8116, 0.2179], [-0.8266, 4.0832, -0.0048], [4.4592, 1.0148, -0.6526], [-0.6581, 0.9650, 3.4374], [-5.3307, -0.6546, -1.8075], [3.1253, -1.2262, -2.2061], [0.7584, 1.9296, 1.5883], [2.8421, -0.3368, 0.6930], [-5.4175, -0.7279, 0.6557], [1.7550, -2.6566, 1.8539], [5.2656, -0.4666, -1.1682], [5.3015, 0.0180, 0.5279], [0.9890, 2.7068, -0.8072], [-1.6615, 1.4066, -0.0011], [-2.0086, 0.8660, 2.2854], [-3.3462, -1.0368, 1.9561]], "atomic_forces_ev_per_a": [[0.0, -0.7, -0.5], [-0.1, 0.4, -0.2], [0.0, -0.1, 0.2], [0.1, 0.6, 0.6], [0.8, -0.4, 0.3], [-0.9, 0.3, -0.6], [0.0, 0.1, 0.1], [0.2, -0.1, 0.0], [0.0, 0.0, 0.0], [0.1, 0.1, -0.2], [-0.1, 0.1, 0.0], [-0.1, 0.0, 0.0], [0.2, -0.1, 0.4], [-0.6, 0.0, -0.3], [-0.2, -0.1, 0.1], [0.2, 0.3, 0.0], [-0.2, -0.1, -0.2], [-0.2, 0.3, 0.3], [-0.3, 0.2, -0.1], [0.5, -0.3, 0.0], [0.2, -0.2, -0.2], [0.3, -0.2, 0.3], [0.1, 0.0, 0.0], [0.0, 0.0, -0.1], [-0.1, 0.0, 0.0], [0.0, 0.0, 0.1], [0.0, -0.1, -0.1], [0.0, 0.1, 0.1], [0.0, 0.0, -0.1], [0.0, 0.0, 0.1], [0.0, 0.0, 0.0], [0.0, 0.1, 0.0], [-0.1, -0.1, 0.0], [-0.1, 0.0, 0.0], [0.0, -0.1, -0.1], [0.1, 0.0, 0.1], [0.0, -0.1, 0.1], [-0.1, 0.0, 0.0], [-0.1, 0.0, -0.1], [0.1, 0.0, -0.1], [0.1, 0.1, 0.0], [-0.1, 0.0, 0.0], [0.1, 0.1, 0.0], [0.0, 0.0, 0.1], [0.0, 0.0, 0.1]], "max_force_ev_per_a": 1.1, "de_lowest_ev": 1.5858, "smiles": "CCCCOC[C@H](O)CCc1n[nH]c(=S)n1-c1ccccc1", "spin_multiplicity": 1, "homo_ev": -7.8, "orbital_gap_ev": 8.49}